The following is a quantum chemistry calculation of a structure of composition C44H45AsCl2IrNO2Sb2, from the Open Molecules 2025 dataset.

Output
Calculated total energy   -153726.3994 eV
Lowest unoccupied orbital energy (spin up / spin down)   -4.2 / -7.7 eV
Kohn-Sham gap (spin up / spin down)   8.1 / 5.1 eV
Spin multiplicity   5
Molar mass   1201.41 g/mol
Highest occupied orbital energy (spin up / spin down)   -12.248 / -12.860 eV
Charge   +2

Geometry as XYZ:
```
98
C44H45AsCl2IrNO2Sb2 | the Open Molecules 2025 dataset | ωB97M-V with the def2-TZVPD basis set
Ir 0.009 -0.234 0.023
C 3.623 -1.120 -1.096
Sb 2.283 0.517 -1.165
C 3.575 2.130 -0.694
C 1.953 0.802 -3.273
C 2.187 -0.461 -4.042
C 3.470 -0.724 -4.521
C 3.769 -1.897 -5.191
C 2.770 -2.837 -5.400
C 1.486 -2.576 -4.954
C 1.171 -1.397 -4.278
C -0.259 -1.171 -3.882
Sb -0.743 -1.833 -1.908
C 0.001 -3.813 -1.941
C -2.836 -2.105 -2.053
H 4.285 -1.092 -1.959
H 3.062 -2.052 -1.107
H 4.204 -1.062 -0.178
H 4.513 1.947 -1.216
H 3.753 2.185 0.377
H 3.136 3.063 -1.039
H 2.656 1.581 -3.567
H 0.942 1.193 -3.361
H 4.247 0.018 -4.371
H 4.770 -2.069 -5.561
H 2.983 -3.756 -5.928
H 0.699 -3.293 -5.155
H -0.917 -1.764 -4.521
H -0.575 -0.131 -3.945
H -0.522 -4.372 -2.715
H -0.156 -4.290 -0.977
H 1.065 -3.791 -2.170
H -3.046 -2.707 -2.936
H -3.315 -1.133 -2.145
H -3.211 -2.612 -1.166
C 3.583 -3.146 4.321
C 3.183 -1.987 4.971
C 2.196 -1.183 4.419
C 1.614 -1.549 3.211
C 2.019 -2.706 2.553
C 3.004 -3.506 3.112
As 0.157 -0.549 2.462
C 0.303 1.225 3.194
C 1.508 1.905 3.028
C 1.627 3.217 3.460
C 0.543 3.856 4.051
C -0.659 3.181 4.211
C -0.783 1.866 3.778
C -1.400 -1.366 3.247
C -2.178 -2.202 2.456
C -3.229 -2.911 3.020
C -3.498 -2.786 4.375
C -2.714 -1.958 5.169
C -1.660 -1.252 4.609
H 4.352 -3.770 4.756
H 3.639 -1.709 5.911
H 1.891 -0.278 4.931
H 1.565 -2.988 1.608
H 3.320 -4.408 2.606
H 2.361 1.404 2.583
H 2.567 3.740 3.347
H 0.641 4.875 4.398
H -1.498 3.674 4.690
H -1.723 1.342 3.902
H -1.969 -2.295 1.394
H -3.834 -3.565 2.406
H -4.311 -3.345 4.818
H -2.915 -1.874 6.228
H -1.036 -0.631 5.242
Cl -3.586 5.384 2.836
C -4.294 3.873 3.281
C -4.903 3.750 4.520
C -5.396 2.518 4.920
C -5.287 1.405 4.099
C -4.685 1.538 2.861
Cl -4.565 0.179 1.802
C -4.182 2.768 2.439
N -3.518 2.864 1.191
C -3.981 3.553 0.147
C -5.333 4.005 0.120
C -5.820 4.618 -0.996
C -4.984 4.810 -2.108
C -3.648 4.402 -2.084
C -3.111 3.792 -0.977
C -1.640 3.507 -0.886
C -1.279 2.023 -0.822
O -0.757 1.470 -1.797
O -1.461 1.457 0.310
H -4.970 4.614 5.166
H -5.866 2.423 5.889
H -5.673 0.443 4.403
H -2.696 2.248 1.038
H -5.972 3.797 0.968
H -6.852 4.934 -1.035
H -5.374 5.296 -2.992
H -3.015 4.606 -2.937
H -1.238 3.974 0.016
H -1.135 3.944 -1.745
```


The following is a quantum chemistry calculation of a structure of composition C22H33Cl3O2W in a non-equilibrium geometry, from the Open Molecules 2025 dataset.

Output
Calculated total energy   -66838.0400 eV
Lowest unoccupied orbital energy (spin up / spin down)   4.1 / 4.1 eV
Kohn-Sham gap (spin up / spin down)   4.3 / 4.3 eV
Spin multiplicity   3
Molar mass   619.70 g/mol
Highest occupied orbital energy (spin up / spin down)   -0.133 / -0.135 eV
Charge   -2

Geometry as XYZ:
```
61
C22H33Cl3O2W | the Open Molecules 2025 dataset | ωB97M-V with the def2-TZVPD basis set
C 1.087 2.167 -3.173
C 1.998 2.758 -2.212
C 1.197 3.518 -1.271
C 3.486 2.633 -2.203
C -0.199 3.353 -1.629
C -0.268 2.518 -2.794
C -1.545 2.161 -3.494
C 1.508 1.351 -4.352
C 1.745 4.338 -0.150
C -1.386 3.998 -0.980
W 0.682 1.394 -1.149
Cl 2.588 0.244 -0.348
Cl -0.318 -0.376 -2.170
Cl -0.322 1.814 0.901
H 3.793 1.666 -2.619
H 3.870 2.687 -1.177
H 3.986 3.418 -2.785
H 2.519 3.780 0.392
H 0.958 4.619 0.561
H 2.210 5.267 -0.510
H -1.262 4.061 0.105
H -2.294 3.418 -1.177
H -1.559 5.013 -1.359
H -2.381 2.154 -2.784
H -1.502 1.168 -3.953
H -1.795 2.889 -4.279
H 2.280 0.627 -4.063
H 1.935 1.973 -5.153
H 0.657 0.803 -4.776
O -2.716 -1.679 -3.581
H -3.693 -1.821 -3.654
C -0.632 -3.340 -1.223
C -0.842 -4.151 0.041
C 0.245 -5.210 0.118
C -1.011 -3.492 1.443
C -1.601 -4.211 2.476
C -1.715 -3.669 3.763
C -1.221 -2.401 4.086
C -0.549 -1.658 3.138
C 0.068 -0.300 3.519
C -0.974 0.721 3.981
C 1.051 -0.448 4.677
C -0.623 -2.091 1.702
O -0.462 -1.250 0.783
H 0.328 -2.828 -1.251
H -1.446 -2.646 -1.417
H -0.645 -4.041 -2.065
H -1.821 -4.631 -0.118
H 1.228 -4.732 0.159
H 0.120 -5.841 1.006
H 0.214 -5.838 -0.774
H -2.062 -5.200 2.319
H -2.246 -4.220 4.542
H -1.411 -2.008 5.087
H 0.561 0.049 2.600
H -1.579 0.336 4.804
H -0.439 1.608 4.334
H -1.638 1.018 3.167
H 1.846 -1.165 4.464
H 1.521 0.507 4.918
H 0.478 -0.778 5.554
```


The following is a quantum chemistry calculation of a cluster of 3 separate species, C6H20N2O6P2 in total, from the Open Molecules 2025 dataset.

Output
Structure (SMILES)   O=P(O)(O)[PH3]O.CN(C)C=O.CN(C)C=O
Calculated total energy   -40390.5416 eV
Lowest unoccupied orbital energy   0.3 eV
Kohn-Sham gap   9.2 eV
Spin multiplicity   1
Molar mass   278.18 g/mol
Highest occupied orbital energy   -8.943 eV

Geometry as XYZ:
```
36
C6H20N2O6P2 | the Open Molecules 2025 dataset | ωB97M-V with the def2-TZVPD basis set
O -1.958 0.772 -0.229
P -0.687 0.625 -0.962
O -0.916 0.025 -2.461
O 0.251 -0.479 -0.247
P 0.538 2.543 -1.164
O 1.385 4.000 -1.197
H -1.801 -0.357 -2.508
H 1.098 -0.670 -0.683
H 0.777 2.243 -2.513
H 1.368 2.006 -0.156
H -0.648 3.233 -0.883
H 2.305 3.896 -0.937
C -0.865 -3.703 -3.235
N 0.234 -3.501 -2.318
C 0.442 -4.439 -1.227
C 1.068 -2.458 -2.430
O 1.993 -2.221 -1.665
H -1.820 -3.690 -2.705
H -0.772 -4.658 -3.756
H -0.867 -2.904 -3.975
H 0.374 -3.928 -0.267
H 1.429 -4.897 -1.296
H -0.320 -5.213 -1.279
H 0.828 -1.796 -3.275
C 0.923 1.891 4.071
N -0.321 2.282 3.450
C -1.167 1.259 2.846
C -0.724 3.569 3.412
O -1.755 3.956 2.898
H 1.587 1.407 3.350
H 0.750 1.194 4.895
H 1.425 2.773 4.466
H -1.326 1.454 1.788
H -2.141 1.234 3.334
H -0.677 0.294 2.958
H -0.012 4.257 3.902
```